## i
Computed, not measured: C4H6N2S in the gas phase, with ωB97M-V/def2-TZVPD.

HOMO energy (hartree): -0.3190
Molar mass (g mol⁻¹): 114.173
Total charge: 0
Orbital gap (hartree): 0.328

Last column: Löwdin charge in e.
Atoms and positions in Å:
C  -0.207  -1.155  1.129  -0.12
C  -0.629  0.368  1.468  -0.16
C  1.233  0.647  -1.197  -0.04
C  -0.458  -0.040  0.113  -0.67
N  0.480  0.698  -2.295  -0.18
N  -0.643  0.303  -2.519  -0.28
S  -1.608  -0.119  -1.142  0.91
H  0.720  -1.577  1.448  0.07
H  -1.030  -1.944  0.929  0.11
H  -1.565  0.490  2.042  0.10
H  0.090  0.882  2.014  0.07
H  1.674  1.663  -1.023  0.09
H  1.942  -0.215  -0.966  0.11

***

## ii
Computed, not measured: C4H6N2S in the gas phase, with ωB97M-V/def2-TZVPD.

HOMO energy (hartree): -0.3215
Molar mass (g mol⁻¹): 114.173
Total charge: 0
Orbital gap (hartree): 0.298
SMILES string: S=C/N=C/N1CC1

Last column: Löwdin charge in e.
Atoms and positions in Å:
S  -2.855  -0.410  -0.005  0.68
C  -1.565  0.535  0.010  -0.79
N  -0.273  0.030  0.187  0.00
C  0.664  0.906  -0.101  -0.14
N  2.058  0.628  -0.128  -0.05
C  2.428  -0.707  -0.659  -0.15
C  2.534  -0.426  0.734  -0.18
H  -1.734  1.568  -0.220  0.03
H  0.350  1.949  -0.133  0.12
H  3.270  -0.670  -1.325  0.09
H  1.623  -1.403  -1.110  0.14
H  1.787  -0.993  1.326  0.12
H  3.521  -0.352  1.226  0.12

***

Stability verdict: ii, ahead by 2.391 eV